# 1
Entry from OMol25: C39H52N5O5P2S2Tl as an isolated structure (ωB97M-V with the def2-TZVPD basis set).

- HOMO (alpha / beta) (eV) = 0.02 / -0.71
- LUMO energy (alpha / beta) (eV) = 3.6055 / 3.6055
- gap between HOMO and LUMO (alpha / beta) (eV) = 3.58 / 4.31
- net charge = -2

Cartesian coordinates (Å):
Tl: 1.63 1.11 -0.09
C: 3.55 -3.87 2.24
C: 3.15 -2.41 2.03
C: 2.48 -1.92 3.31
P: 2.12 -1.92 0.54
C: 3.22 -2.27 -0.94
C: 3.82 -3.64 -1.25
C: 2.51 -1.77 -2.20
C: 0.76 -3.17 0.52
C: 1.13 -4.52 0.43
C: 0.24 -5.58 0.48
C: 0.72 -7.00 0.35
C: -1.10 -5.27 0.65
C: -1.51 -3.96 0.72
C: -0.62 -2.89 0.62
N: -1.19 -1.58 0.66
C: -2.43 -1.38 0.06
C: -2.80 -2.17 -1.03
C: -4.09 -2.16 -1.52
C: -5.09 -1.37 -0.95
C: -6.51 -1.42 -1.44
C: -4.69 -0.49 0.03
C: -3.38 -0.44 0.51
P: -2.80 0.99 1.38
C: -2.98 2.51 0.35
C: -1.77 2.69 -0.56
C: -4.26 2.53 -0.50
C: -3.78 1.29 2.92
C: -4.35 -0.02 3.48
C: -4.90 2.33 2.82
H: 4.20 -3.92 3.12
H: 4.09 -4.32 1.41
H: 2.67 -4.49 2.45
H: 4.05 -1.81 1.87
H: 1.51 -2.38 3.46
H: 2.36 -0.83 3.31
H: 3.11 -2.18 4.17
H: 4.05 -1.59 -0.71
H: 3.06 -4.36 -1.56
H: 4.40 -4.06 -0.43
H: 4.51 -3.52 -2.10
H: 1.59 -2.33 -2.39
H: 3.16 -1.87 -3.07
H: 2.22 -0.72 -2.13
H: 2.18 -4.75 0.34
H: 1.69 -7.13 0.84
H: 0.85 -7.28 -0.70
H: 0.01 -7.70 0.80
H: -1.84 -6.07 0.74
H: -2.56 -3.74 0.86
H: -2.05 -2.78 -1.51
H: -4.32 -2.78 -2.38
H: -6.78 -2.44 -1.74
H: -6.66 -0.77 -2.31
H: -7.21 -1.10 -0.66
H: -5.43 0.20 0.45
H: -3.02 3.33 1.07
H: -1.51 1.77 -1.08
H: -0.91 3.02 0.02
H: -1.98 3.45 -1.32
H: -4.22 1.73 -1.25
H: -4.32 3.48 -1.03
H: -5.17 2.41 0.08
H: -3.01 1.65 3.61
H: -5.17 -0.38 2.85
H: -4.75 0.16 4.48
H: -3.59 -0.79 3.54
H: -5.70 1.99 2.17
H: -4.55 3.30 2.46
H: -5.32 2.48 3.82
C: 5.59 5.37 0.19
C: 4.74 4.78 1.26
C: 4.36 5.37 2.43
C: 3.67 4.61 3.39
N: 3.60 3.24 3.29
C: 3.99 2.67 2.18
S: 4.14 0.97 1.95
N: 4.29 3.47 1.05
C: 3.10 5.23 4.63
H: 6.00 6.33 0.52
H: 5.04 5.53 -0.74
H: 6.43 4.70 -0.04
H: 4.62 6.41 2.62
H: 4.69 2.95 0.29
H: 3.74 6.04 5.00
H: 3.00 4.47 5.40
H: 2.11 5.66 4.46
O: -1.54 -1.20 3.17
S: -0.71 -0.66 2.08
N: -1.22 0.81 1.66
O: -0.79 -1.26 -3.21
C: -0.32 -0.15 -2.88
O: -0.04 0.19 -1.68
C: -0.04 0.85 -3.97
C: 0.53 2.10 -3.70
C: 0.80 3.01 -4.71
C: 0.50 2.69 -6.05
C: -0.08 1.43 -6.33
C: -0.33 0.55 -5.30
N: 0.75 3.59 -7.07
O: 1.27 4.72 -6.78
O: 0.46 3.27 -8.27
H: 0.76 2.37 -2.67
H: 1.24 3.98 -4.50
H: -0.30 1.20 -7.36
H: -0.77 -0.42 -5.51

Atomic partial charges in e from the Mulliken method, atoms 1 to 5: 1.06 -1.64 0.66 -1.47 0.78

=====

# 2
Entry from OMol25: H12LiO6 as an isolated structure at a distorted geometry (ωB97M-V with the def2-TZVPD basis set).

- HOMO (eV) = -15.23
- LUMO energy (eV) = -3.4972
- gap between HOMO and LUMO (eV) = 11.73
- net charge = +1
- ΔE to the lowest compared entry with this formula, charge and spin (eV) = 1.366

Cartesian coordinates (Å):
Li: 2.03 6.26 47.33
O: 2.67 8.74 47.16
H: 3.01 9.14 46.32
H: 2.60 9.51 47.72
O: 1.30 5.78 44.97
H: 1.30 5.18 44.21
H: 0.51 5.96 45.40
O: 2.18 6.82 49.44
H: 1.95 5.85 49.77
H: 1.75 7.46 49.86
O: 1.41 4.33 47.81
H: 0.50 3.94 47.57
H: 1.59 4.00 48.74
O: 3.91 6.09 46.66
H: 3.97 5.60 45.84
H: 4.36 6.91 46.69
O: 0.32 6.67 47.48
H: -0.27 6.32 48.19
H: 0.13 7.60 47.28

Atomic partial charges in e from the Mulliken method, atoms 1 to 5: 0.85 -0.53 0.30 0.26 -0.60